This record from the OMol25 dataset describes one molecule with the formula C3H5ClF2S. The level of theory is wB97M-V/def2-TZVPD.

Output
Calculated total energy in a.u.: -1175.40574
ΔE to the lowest compared entry with this formula, charge and spin in kcal per mole: 6.05
Charge: 0
HOMO-LUMO gap in eV: 10.24
Structure (SMILES): FC[C@](F)(Cl)CS

Structure (XYZ):
```
12
Properties=species:S:1:pos:R:3:forces:R:3
C -0.5941 -0.9975 -0.4364 0.2748 1.5822 -1.8352
C 0.4901 -0.0578 0.1704 -0.6998 -0.2948 -0.0870
C 0.7170 1.3651 -0.3220 0.4310 0.0806 -0.7201
H -2.2834 0.7182 -0.5740 -0.0973 -0.7474 0.2727
H -0.3512 -1.1042 -1.5456 -0.6578 0.3500 1.2982
H -0.4608 -1.9749 -0.0446 0.2242 -0.7703 0.6432
H 1.6299 1.7984 0.1498 -0.9356 -0.2603 0.1702
H 0.9701 1.3122 -1.3895 -0.3754 0.0512 0.0977
F 0.3060 -0.0499 1.5145 0.2655 0.0478 0.3489
F -0.3834 2.1668 -0.1476 -0.0490 0.1344 0.1581
S -2.3493 -0.5553 -0.0703 0.9111 0.6586 -0.5383
Cl 2.0649 -0.7515 -0.2497 0.7083 -0.8319 0.1915
```
Forces are in eV/Å.



This record from the OMol25 dataset describes a 8-piece molecular cluster, C18H38Br12N2O2 overall. The level of theory is wB97M-V/def2-TZVPD.

Output
Calculated total energy in a.u.: -31856.83017
ΔE to the lowest compared entry with this formula, charge and spin in kcal per mole: 0.00
Charge: 0
HOMO-LUMO gap in eV: 8.86
Structure (SMILES): CN(C)C=O.CN(C)C=O.BrCCBr.BrCCBr.BrCCBr.BrCCBr.BrCCBr.BrCCBr

Structure (XYZ):
```
72
Properties=species:S:1:pos:R:3:forces:R:3
Br 16.6531 3.8547 -21.1261 0.0395 -0.1977 0.0305
C 16.3557 5.5966 -20.3451 -0.3432 0.0168 -0.3307
C 17.5310 6.1193 -19.5815 0.2086 -0.1287 0.0724
Br 19.0677 6.4399 -20.7249 -0.0105 0.1606 0.0099
H 15.4905 5.5063 -19.6903 0.0526 -0.0575 0.0659
H 16.0818 6.2557 -21.1647 0.1387 -0.1842 0.0587
H 17.8672 5.4210 -18.8225 -0.0146 -0.0001 0.0671
H 17.2627 7.0715 -19.1300 0.0752 -0.0392 0.0412
Br 19.4920 10.7544 -20.4280 -0.0200 0.1632 -0.1431
C 17.7772 10.0898 -19.7922 0.3051 -0.1353 0.5107
C 16.9917 9.6732 -20.9890 -0.2412 -0.1294 -0.1370
Br 15.3688 8.6919 -20.5070 -0.1620 0.4544 0.0986
H 17.3228 10.8840 -19.2089 -0.0317 0.0673 -0.0932
H 18.0284 9.2554 -19.1420 0.0070 -0.0447 -0.0073
H 17.5654 8.9881 -21.6011 -0.0228 0.0362 -0.1867
H 16.6285 10.5225 -21.5477 0.1105 0.0643 -0.2014
Br 15.1503 10.9365 -17.3807 0.0644 -0.1044 -0.1149
C 13.5123 11.9381 -17.1979 -0.4232 -0.0161 -1.0734
C 13.3546 12.5144 -15.8389 -0.1175 -0.4159 0.3946
Br 14.7705 13.7423 -15.4016 -0.2214 0.3652 0.1007
H 12.7051 11.2422 -17.4253 0.0289 -0.1146 0.2612
H 13.4751 12.6756 -17.9978 0.3132 0.1322 0.1330
H 13.3927 11.6955 -15.1249 -0.0038 0.2008 0.2550
H 12.4070 13.0365 -15.7476 0.0052 0.1085 0.0049
Br 23.8529 8.0724 -20.1291 0.1738 0.0541 0.0507
C 22.9988 9.8013 -19.8570 -0.3624 -0.5010 0.2027
C 22.4850 9.9655 -18.4477 0.3871 0.1494 0.1955
Br 21.2023 8.6176 -17.9548 -0.1800 -0.3143 0.1641
H 22.1738 9.7835 -20.5600 0.0985 0.3230 -0.1557
H 23.7472 10.5530 -20.0704 -0.0522 0.1624 -0.1784
H 21.9702 10.9130 -18.3048 0.0304 0.1115 -0.2464
H 23.2990 9.9148 -17.7282 -0.0413 -0.0970 0.0172
Br 16.1594 10.6987 -24.2841 0.2069 -0.1140 0.0330
C 14.4520 10.1896 -25.0118 -0.2412 -0.3083 -0.3041
C 13.3047 10.8882 -24.3549 -0.2823 0.2148 0.1045
Br 13.3670 12.8027 -24.6054 -0.0319 0.1866 -0.0304
H 14.3069 9.1147 -24.8954 0.3004 0.0291 0.1297
H 14.4951 10.4066 -26.0738 0.0153 0.0970 -0.0420
H 13.2672 10.7301 -23.2830 0.0867 -0.1215 0.0666
H 12.3745 10.5400 -24.7992 -0.0182 0.0252 -0.0031
Br 19.7263 16.1076 -19.6880 -0.2901 0.1381 -0.1582
C 21.3707 15.2079 -19.2938 0.4918 0.0465 0.3275
C 21.6471 14.0540 -20.2123 0.0505 -0.3142 -0.4982
Br 23.5694 13.7096 -20.2017 0.1084 -0.1295 0.0462
H 21.3443 14.8954 -18.2552 -0.1029 -0.0094 0.0442
H 22.1441 15.9568 -19.4192 0.0193 0.0744 0.0392
H 21.3992 14.2711 -21.2470 0.0047 0.1060 0.0144
H 21.1929 13.1058 -19.9408 -0.2233 0.1931 0.2061
C 18.1665 13.3443 -16.5691 -0.3339 -0.0641 -0.0466
O 18.6938 13.6587 -17.6190 0.2257 0.2439 -0.2350
N 18.3346 12.1433 -15.9808 -0.2453 0.1314 0.4769
C 17.5985 11.6419 -14.8402 0.2086 0.0512 0.6054
C 19.1479 11.1691 -16.6351 0.2017 -0.5286 -0.7757
H 17.4796 14.0316 -16.0574 0.0895 -0.1327 0.2502
H 16.9739 12.3802 -14.3441 0.0413 0.2372 -0.3714
H 18.2909 11.2890 -14.0672 0.0683 -0.0815 -0.1980
H 16.9644 10.8057 -15.1373 -0.0199 -0.0072 -0.0023
H 18.5273 10.3497 -17.0207 0.0582 -0.0845 0.2342
H 19.6119 11.6168 -17.5109 0.1144 0.0764 0.1249
H 19.9135 10.7503 -15.9828 -0.0506 0.0158 0.1131
C 16.5846 14.6417 -22.8538 0.0490 -0.0944 0.2536
O 16.1702 15.5277 -23.5702 -0.0968 0.1453 -0.0176
N 16.6826 14.7030 -21.5009 0.0237 -0.1419 -0.3457
C 16.2211 15.8552 -20.7814 -0.1853 0.2209 0.2577
C 17.1847 13.6143 -20.6966 0.2861 0.0182 -0.1407
H 16.9200 13.6763 -23.2632 0.0882 -0.0922 0.0544
H 15.5923 15.5341 -19.9444 0.0666 0.0214 0.0159
H 15.6250 16.4878 -21.4320 0.1179 0.0531 -0.1071
H 17.0723 16.4108 -20.3797 -0.1812 0.1201 0.0088
H 17.9164 13.9674 -19.9692 -0.1541 0.1172 0.0850
H 16.3607 13.1424 -20.1488 0.1050 -0.2497 -0.0588
H 17.7392 12.9172 -21.3274 -0.3624 -0.1793 -0.0232
```
Forces are in eV/Å.



This record from the OMol25 dataset describes a 2-piece molecular cluster, C22H22N4O3 overall. The level of theory is wB97M-V/def2-TZVPD.

Output
Calculated total energy in a.u.: -1296.18656
ΔE to the lowest compared entry with this formula, charge and spin in kcal per mole: 120.06
Charge: 0
HOMO-LUMO gap in eV: 7.21

Structure (XYZ):
```
51
Properties=species:S:1:pos:R:3:forces:R:3
C -3.0009 5.5185 0.2444 -0.2397 -0.4892 0.5432
O -3.6001 4.7293 1.3022 0.4781 0.0245 -0.4597
C -3.0020 3.5496 1.6143 0.4250 -0.4821 -0.1186
C -1.8537 3.0557 0.9429 -0.7244 0.5885 0.2849
C -1.2894 1.8668 1.3617 -0.0099 -0.3961 0.5920
C -1.8327 1.1283 2.4356 -0.5737 1.0175 -0.6285
C -1.2095 -0.0853 2.9020 0.9154 0.1664 1.0380
C 0.1289 -0.2215 3.1125 -1.0656 0.0447 -0.3857
C 0.7425 -1.5150 3.5196 -0.5674 -0.8297 0.0124
O 0.2051 -2.6195 3.5303 0.6998 1.3940 0.1056
C 2.1598 -1.1929 3.8437 0.6526 0.2281 0.0091
C 2.4185 0.1628 3.5798 0.2575 -0.4929 0.3453
C 3.6955 0.6909 3.7315 0.1129 -0.1053 0.0304
C 4.7259 -0.1569 4.1574 -0.3522 -0.2566 -0.0172
C 4.4593 -1.5110 4.4534 -0.1792 0.3111 -0.1296
C 3.1698 -2.0356 4.2970 0.1239 0.0972 -0.0486
C 1.1672 0.8580 3.1544 -0.0057 0.8228 -0.5003
O 1.0622 2.0600 2.9318 0.1760 -1.4784 0.3206
C -3.0129 1.6121 3.0517 0.5190 -0.5282 -0.2288
C -3.5866 2.7998 2.6644 0.2602 0.6389 -0.5331
H -3.6366 6.3988 0.1790 0.1354 -0.0316 -0.0907
H -1.9708 5.8029 0.5089 -0.3215 -0.0624 -0.0831
H -3.0093 4.9645 -0.7068 -0.0162 0.1879 0.2755
H -1.3973 3.6316 0.1325 -0.1912 -0.3598 0.3431
H -0.3871 1.5036 0.8709 -0.2643 0.0409 0.0894
H -1.8589 -0.8871 3.2577 0.1390 -0.1170 -0.3250
H 3.8699 1.7414 3.5019 0.0156 -0.2369 0.0929
H 5.7434 0.2296 4.2558 -0.3632 -0.1430 0.0071
H 5.2712 -2.1552 4.7976 -0.2671 0.2078 -0.1091
H 2.9377 -3.0783 4.5114 0.1424 0.2237 -0.0520
H -3.4377 1.0319 3.8705 -0.0231 0.1609 -0.1664
H -4.4652 3.2051 3.1587 0.1226 -0.1076 -0.0914
N -6.2241 -0.2190 1.3497 2.5532 -0.8667 -1.1561
N -5.1958 -0.5055 0.9260 -1.8929 1.0631 1.2253
N -4.0199 -0.6813 0.5827 -1.0965 0.0005 0.0232
C -3.8888 -1.6804 -0.4865 0.4225 -0.8022 -0.6331
C -2.4251 -1.6565 -0.9128 0.0118 0.9262 -1.0119
C -1.9533 -2.7556 -1.8870 -0.1654 0.0492 0.4245
C -0.4836 -3.0198 -1.4838 0.0901 0.3757 0.1097
C -0.3103 -2.3958 -0.0741 0.6065 -0.2035 0.1988
N -1.5710 -1.7708 0.2063 -0.1457 -0.5223 1.2693
H -4.1292 -2.6981 -0.1137 -0.0158 0.4822 -0.0898
H -4.5157 -1.4390 -1.3664 0.0458 -0.0674 0.4556
H -2.2698 -0.6825 -1.4236 -0.1496 -0.0332 -0.0296
H -2.5591 -3.6563 -1.7497 0.0370 0.0402 -0.0659
H -2.0422 -2.4178 -2.9248 -0.0509 -0.1899 0.1841
H -0.2516 -4.0901 -1.4711 0.0265 0.2816 -0.1336
H 0.1934 -2.5040 -2.1739 -0.0974 -0.3031 0.0069
H -0.0668 -3.1676 0.6761 -0.1347 0.2158 -0.1715
H 0.5251 -1.6686 -0.0325 -0.1452 -0.2307 -0.2538
H -1.6193 -1.0453 0.9121 0.0898 -0.2536 -0.4738
```
Forces are in eV/Å.



This record from the OMol25 dataset describes a 7-piece molecular cluster, C24H29F6N2O19 overall. The level of theory is wB97M-V/def2-TZVPD.

Output
Calculated total energy in a.u.: -3070.02973
Charge: +1
HOMO-LUMO gap in eV: 10.63

Structure (XYZ):
```
80
Properties=species:S:1:pos:R:3:forces:R:3
N 2.7839 3.3504 0.1358 0.1722 0.1226 0.0349
C 2.8639 2.5476 -0.6883 -0.2851 -0.2124 0.4858
O 2.8719 1.5741 -1.5239 0.2545 0.3493 -0.2828
C 1.7689 1.6057 -2.5022 -0.4401 -0.0743 -0.2145
C 1.2972 2.9930 -2.8691 -0.4102 -0.0817 -0.3129
C 0.1917 3.6130 -2.0144 0.3255 0.0388 0.1804
C -0.8170 2.6607 -1.3655 -0.2217 0.2542 0.1352
N -0.6212 1.1764 -1.5830 -0.3573 0.0064 -0.1299
C 0.7093 0.6333 -2.0085 0.3399 -0.3137 -0.2561
H 2.1934 1.1757 -3.4024 0.4077 -0.1436 0.1809
H 0.9318 2.8950 -3.8929 -0.0114 -0.0274 -0.0581
H 2.1488 3.6687 -2.9269 0.0648 0.0209 0.0108
H 0.6549 4.1926 -1.2216 -0.0340 0.0365 0.0733
H -0.3532 4.3137 -2.6401 -0.0238 0.0662 -0.0132
H -0.8480 2.8288 -0.2931 0.1926 -0.1822 0.1161
H -1.8161 2.8878 -1.7251 -0.0725 -0.1533 -0.1009
H -0.8720 0.7107 -0.7094 0.2286 0.0066 0.0351
H -1.3186 0.8447 -2.2619 0.3392 0.0740 -0.2903
H 0.5081 -0.0939 -2.7808 -0.1817 0.0753 -0.1097
H 1.1227 0.0589 -1.1879 -0.3009 0.4241 -0.8075
C 2.1518 4.8284 3.5177 0.1039 0.2119 -0.4983
C 1.9840 3.4327 4.0496 -0.0165 0.1451 0.2059
O 1.5767 3.6518 5.3783 -0.2047 0.0092 -0.0701
C 0.9537 4.8747 5.4255 -0.0486 0.0213 -0.1144
O 0.2928 5.2605 6.3221 0.0711 0.0057 0.0678
O 1.1813 5.5540 4.2677 0.0286 -0.1910 0.2124
F 3.1540 2.7272 4.0437 -0.0980 0.0366 0.0789
H 3.1451 5.2350 3.7138 0.0541 -0.1380 0.0229
H 1.9339 4.8632 2.4539 -0.0651 0.2517 0.0098
H 1.2187 2.8744 3.5115 0.1466 -0.2200 0.1358
C -1.5622 -2.7447 -5.8175 0.0001 -0.1364 -0.0228
C -0.2381 -2.1595 -6.2712 -0.1566 0.0107 -0.0721
O -0.3836 -0.7868 -5.8879 0.3056 -0.0594 0.2121
C -1.2270 -0.7485 -4.8447 -0.2095 0.0118 0.0486
O -1.3616 0.1987 -4.1206 -0.0549 0.1388 -0.0650
O -1.8872 -1.8957 -4.7043 -0.2241 -0.0128 -0.2377
F -0.0644 -2.2317 -7.6005 -0.0610 0.0901 -0.0411
H -2.3234 -2.6362 -6.5901 0.0551 0.0344 -0.0622
H -1.5032 -3.7800 -5.4984 0.0187 0.0484 0.1834
H 0.6405 -2.5693 -5.7723 0.0307 -0.0133 -0.0486
C -3.0469 -2.9796 -0.2022 0.0800 0.0026 0.0964
C -2.9018 -4.1905 -1.1023 -0.1060 0.0846 0.0054
O -2.1641 -3.6572 -2.2005 0.1952 -0.1980 0.1326
C -1.4300 -2.6262 -1.7408 0.0771 0.0482 -0.1684
O -0.5257 -2.1202 -2.3306 -0.0108 0.0342 0.1839
O -1.8486 -2.2397 -0.5208 -0.0767 0.0156 0.0641
F -4.0890 -4.6481 -1.5451 -0.0160 0.0745 -0.0813
H -3.9179 -2.3905 -0.4756 -0.0050 -0.0560 -0.0768
H -3.0800 -3.2181 0.8561 0.1386 0.0431 0.0242
H -2.3395 -5.0203 -0.6731 -0.0638 -0.0587 -0.0029
C 1.6574 -1.0302 2.1930 0.1029 -0.2058 0.0261
C 1.7493 -0.5096 0.7748 0.2846 -0.2538 0.4787
O 0.6419 0.3875 0.7127 0.0310 0.1661 0.5328
C 0.4047 0.8353 1.9838 -0.0069 -0.0175 0.5010
O -0.2803 1.7693 2.2416 -0.1332 -0.0439 -0.3194
O 1.0675 0.0879 2.8752 0.0031 0.0193 -0.1708
F 1.5823 -1.4701 -0.1622 -0.0389 -0.3196 0.2727
H 0.9880 -1.8884 2.2610 -0.0416 0.0099 -0.1160
H 2.6229 -1.2797 2.6177 0.0214 0.1789 0.0862
H 2.6675 0.0384 0.5572 0.0041 -0.0753 -0.0245
C 5.3012 0.6218 3.2037 0.0188 0.0990 0.0330
C 6.6792 0.9288 2.6506 -0.0031 -0.0594 0.1123
O 7.0747 -0.3218 2.1096 -0.0864 0.0572 -0.2253
C 5.9585 -1.0049 1.7611 0.0920 -0.0436 0.0635
O 5.9208 -1.9594 1.0638 -0.0491 -0.0439 0.0080
O 4.8608 -0.4207 2.3177 -0.0725 0.1341 0.0384
F 7.5492 1.2993 3.6106 0.0113 -0.0949 0.0287
H 5.3669 0.2368 4.2218 0.1033 -0.0074 0.0008
H 4.6195 1.4634 3.1758 -0.0393 -0.0841 -0.1582
H 6.6950 1.6764 1.8552 0.0451 0.0599 0.0516
C -7.7155 -2.8484 1.8901 -0.0447 0.0695 -0.0583
C -6.5868 -3.4445 1.0735 0.0591 -0.0049 0.1008
O -5.6499 -3.8016 2.0612 -0.0122 -0.2619 -0.0217
C -6.3377 -4.0465 3.2284 -0.0662 0.1368 0.0145
O -5.8823 -4.5911 4.1685 0.0655 0.0241 0.0305
O -7.6003 -3.5750 3.1147 0.0382 -0.0174 -0.0274
F -5.9980 -2.5430 0.2367 -0.1788 0.1003 0.0346
H -7.5408 -1.7876 2.0770 0.0535 0.0102 -0.0649
H -8.6983 -2.9884 1.4514 -0.0351 -0.1304 0.1036
H -6.8563 -4.3284 0.4937 -0.0002 0.0766 -0.1306
```
Forces are in eV/Å.



This record from the OMol25 dataset describes C5H11NO as an isolated structure. The level of theory is wB97M-V/def2-TZVPD.

Output
Calculated total energy in a.u.: -326.74812
ΔE to the lowest compared entry with this formula, charge and spin in kcal per mole: 240.48
Charge: 0
HOMO-LUMO gap in eV: 7.57

Structure (XYZ):
```
18
Properties=species:S:1:pos:R:3:forces:R:3
C -1.3512 1.2988 -1.6589 -0.4759 -4.5304 4.9666
C -0.5527 1.5945 -0.1282 1.5029 -3.0324 -3.5006
N 0.5580 0.4094 -0.0268 0.6687 1.2203 0.9789
C 1.4595 -0.4955 -0.9125 0.8937 6.5463 1.1166
C 0.7878 -0.0359 1.4563 0.9001 0.2726 -1.6061
C -0.2981 -1.0156 0.4930 -1.4594 -3.2468 3.7454
O -0.7145 -1.8964 1.2324 -0.9093 0.3382 -0.8142
H -2.4450 0.5114 -1.4913 3.2546 3.3069 -0.6700
H -0.6270 0.5390 -1.9910 -0.5407 0.5050 -0.5782
H -1.2912 2.1458 -2.2609 -0.7958 1.3062 -0.9751
H -1.1316 1.5058 0.8095 0.2982 0.1701 -0.6504
H 0.1434 2.4237 -0.2321 -0.8235 0.5913 0.3089
H 0.8542 -0.6714 -1.7364 -0.2502 -0.3676 -2.2680
H 1.6379 -1.3994 -0.4126 0.4472 -1.0647 0.8764
H 2.3834 0.2394 -0.9924 -1.4708 -2.2600 -0.5955
H 1.7517 -0.6057 1.5269 -0.7406 0.7169 -0.1703
H 0.8658 0.8191 2.1938 -0.8124 -0.9525 -0.8283
H -0.6033 -1.2804 -0.5839 0.3132 0.4807 0.6640
```
Forces are in eV/Å.



This record from the OMol25 dataset describes one molecule with the formula C4H5NO2. The level of theory is wB97M-V/def2-TZVPD.

Output
Calculated total energy in a.u.: -360.53011
ΔE to the lowest compared entry with this formula, charge and spin in kcal per mole: 87.42
Charge: 0
HOMO-LUMO gap (alpha / beta) in eV: 8.12 / 8.12

Structure (XYZ):
```
12
Properties=species:S:1:pos:R:3:forces:R:3
O -0.8016 -2.3448 -1.1600 0.1067 0.4856 0.0463
C -0.5205 -1.1735 -1.0750 -0.0649 -0.3055 -0.0449
C 0.4197 -0.6965 -0.0243 0.0112 0.0280 0.0241
C 1.1491 0.5404 -0.0673 0.0778 -0.1469 -0.2731
N 0.4980 1.0335 1.1747 -0.3045 0.0878 0.1492
C -0.8201 1.0390 1.1614 0.0271 -0.0927 -0.0202
O -1.5885 0.2938 0.5207 0.2712 0.0967 0.0459
H -0.8579 -0.4173 -1.8049 0.0209 -0.1087 0.0733
H 0.6659 -1.4174 0.7509 -0.0489 0.1130 -0.0710
H 0.9449 1.1621 -0.9459 0.0173 -0.0888 0.1335
H 2.2194 0.4722 0.1283 -0.1560 -0.0039 -0.0215
H -1.2580 1.8003 1.8247 0.0421 -0.0646 -0.0416
```
Forces are in eV/Å.



no.,largest force on an atom (eV Å⁻¹)
1,2.44
2,1.15
3,2.93
4,0.96
5,6.74
6,0.50